(1)
13
Properties=species:S:1:pos:R:3 method="wB97M-V/def2-TZVPD" largest_force_ev_per_a=0.486 e_tot_ev=-9266.8976 e_above_lowest_kcal_mol=152.30 lumo_ev="0.1 / 0.1" homo_ev="-8.5761 / -8.5755"
O 0.13 -1.55 1.73
N 0.27 1.80 0.05
N -0.41 -0.52 1.28
C 0.52 0.58 0.08
C -2.34 -0.25 -0.36
C -1.19 -0.43 0.24
C 1.69 -0.26 -0.30
H -3.27 -0.34 0.20
H 1.37 -1.23 -0.67
H 2.32 -0.44 0.57
H 1.01 2.36 -0.37
H -2.39 0.01 -1.40
H 2.27 0.26 -1.06

(2)
13
Properties=species:S:1:pos:R:3 method="wB97M-V/def2-TZVPD" largest_force_ev_per_a=1.643 e_tot_ev=-9271.5415 e_above_lowest_kcal_mol=45.21 lumo_ev=0.5 homo_ev=-8.3763 smiles=Cc1c[nH]c(O)n1
O -2.53 0.89 0.39
N -1.35 -0.83 -0.49
N -0.34 1.16 -0.36
C -1.48 0.52 -0.41
C 2.01 0.46 0.10
C 0.58 0.15 -0.18
C -0.04 -1.07 -0.17
H 2.14 1.54 0.20
H 0.33 -2.06 0.04
H 2.66 0.09 -0.69
H 2.30 -0.02 1.05
H -2.11 0.48 1.19
H -2.15 -1.42 -0.38

(3)
13
Properties=species:S:1:pos:R:3 method="wB97M-V/def2-TZVPD" largest_force_ev_per_a=6.696 e_tot_ev=-9270.3546 e_above_lowest_kcal_mol=72.58 lumo_ev=0.6 homo_ev=-9.8432 smiles="C[C@H]1N=CNC1=O"
O -0.81 1.83 -0.06
N 0.72 -1.55 0.04
N 1.19 0.85 0.05
C -0.13 0.81 0.13
C -0.44 -0.66 0.56
C -1.72 -0.86 -0.29
C 1.52 -0.50 -0.23
H -0.35 -0.70 1.65
H 2.02 1.52 -0.25
H -2.39 -0.08 0.17
H 2.41 -0.65 -0.85
H -2.16 -2.02 -0.27
H -1.74 -0.54 -1.52

(4)
13
Properties=species:S:1:pos:R:3 method="wB97M-V/def2-TZVPD" largest_force_ev_per_a=3.087 e_tot_ev=-9268.6594 e_above_lowest_kcal_mol=111.67 lumo_ev=0.1 homo_ev=-7.1714
O 2.82 1.26 -0.69
N -0.34 0.18 -1.38
N 1.30 0.40 0.59
C -0.76 -0.22 -0.19
C -2.15 -0.84 -0.10
C 1.54 0.73 -0.65
C 0.06 -0.12 0.90
H 2.01 0.54 1.31
H 3.17 1.52 -1.55
H -2.79 -0.76 -0.99
H -2.67 -0.32 0.71
H -2.05 -1.90 0.14
H -0.14 -0.45 1.90

(5)
13
Properties=species:S:1:pos:R:3 method="wB97M-V/def2-TZVPD" largest_force_ev_per_a=1.595 e_tot_ev=-9271.2446 e_above_lowest_kcal_mol=52.05 lumo_ev=0.5 homo_ev=-8.3534 smiles=Cc1c[nH]c(O)n1
O -2.49 0.87 0.43
N -1.36 -0.80 -0.55
N -0.34 1.18 -0.41
C 2.00 0.47 0.08
C 0.57 0.18 -0.21
C -1.49 0.55 -0.45
C -0.06 -1.05 -0.18
H 2.64 0.06 -0.70
H -2.03 0.40 1.17
H 2.27 0.02 1.04
H -2.17 -1.38 -0.41
H 2.15 1.55 0.15
H 0.31 -2.03 0.06

(6)
13
Properties=species:S:1:pos:R:3 method="wB97M-V/def2-TZVPD" largest_force_ev_per_a=3.833 e_tot_ev=-9270.5924 e_above_lowest_kcal_mol=67.09 lumo_ev=0.8 homo_ev=-8.2976 smiles="CC(=C=O)/C=N/N"
O 1.49 -2.52 0.71
N -0.92 0.07 1.38
N -1.94 0.90 1.70
C 0.69 -0.45 -0.38
C 1.10 -1.53 0.21
C -0.42 0.32 0.22
C 1.28 0.05 -1.66
H 2.34 0.30 -1.52
H -0.81 1.15 -0.41
H 1.20 -0.71 -2.44
H -2.83 0.45 1.49
H 0.78 0.96 -2.02
H -1.97 0.99 2.72

(7)
13
Properties=species:S:1:pos:R:3 method="wB97M-V/def2-TZVPD" largest_force_ev_per_a=1.282 e_tot_ev=-9272.4840 e_above_lowest_kcal_mol=23.47 lumo_ev=0.8 homo_ev=-8.8726 smiles="N[C@@H]1C=CNC1=O"
O -0.08 2.15 0.52
N -0.38 0.82 -1.34
N 0.91 -0.04 1.75
C 0.15 -1.22 -0.51
C -0.03 -0.28 0.67
C -0.19 1.07 -0.02
C -0.18 -0.54 -1.62
H 0.66 0.94 2.01
H -0.99 -0.54 1.15
H -0.37 -0.89 -2.63
H 0.78 -0.73 2.47
H -0.55 1.57 -1.99
H 0.27 -2.30 -0.46

(8)
13
Properties=species:S:1:pos:R:3 method="wB97M-V/def2-TZVPD" largest_force_ev_per_a=0.564 e_tot_ev=-9271.4773 e_above_lowest_kcal_mol=46.69 lumo_ev=0.8 homo_ev=-9.3829 smiles="c1cn[nH]c1.C=O"
O -0.78 0.60 2.43
N -0.73 -1.16 -1.57
N 0.19 -0.57 -2.34
C 1.14 -0.20 -1.50
C 0.82 -0.55 -0.16
C -0.46 1.67 1.97
C -0.40 -1.17 -0.25
H -1.05 -1.59 0.50
H -1.56 -1.53 -2.00
H 0.02 1.76 0.99
H -0.64 2.61 2.52
H 1.40 -0.38 0.74
H 2.02 0.31 -1.87

(9)
13
Properties=species:S:1:pos:R:3 method="wB97M-V/def2-TZVPD" largest_force_ev_per_a=1.133 e_tot_ev=-9272.1730 e_above_lowest_kcal_mol=30.65 lumo_ev=0.7 homo_ev=-10.6823 smiles="[H]/N=C/OCCC#N"
O -0.55 1.17 0.36
N 0.64 -2.20 -2.81
N 0.89 0.47 2.02
C 0.19 0.42 -0.60
C -0.58 -0.86 -0.92
C 0.09 -1.63 -1.97
C -0.12 1.13 1.64
H 0.26 1.06 -1.49
H -0.77 1.75 2.25
H -0.66 -1.48 -0.02
H 1.04 0.60 3.01
H -1.60 -0.62 -1.25
H 1.18 0.20 -0.22

(10)
13
Properties=species:S:1:pos:R:3 method="wB97M-V/def2-TZVPD" largest_force_ev_per_a=4.102 e_tot_ev=-9267.0706 e_above_lowest_kcal_mol=148.31 lumo_ev=-0.6 homo_ev=-7.8889
O -1.65 1.21 0.73
N 1.06 -0.78 -0.31
N -0.89 -0.65 -1.64
C -0.26 -0.44 -0.40
C 0.81 0.97 1.19
C 1.67 0.02 0.62
C -0.44 0.69 0.48
H 2.72 -0.17 0.82
H -1.88 -0.81 -1.51
H -0.29 -0.67 1.60
H -1.54 1.86 1.45
H -0.82 0.24 -2.14
H 1.52 -1.47 -0.89